1.
A molecular structure, C19H16N8RuS3 in a non-equilibrium geometry. Source: the Open Molecules 2025 dataset; level of theory: ωB97M-V with the def2-TZVPD basis set.

XYZ file:
```
47
Properties=species:S:1:pos:R:3:forces:R:3
Ru 0.772 -0.478 -0.035 0.600 0.243 -0.258
N 0.285 -2.788 -0.169 -0.332 0.449 0.042
C -0.318 -3.596 0.911 0.151 -0.105 0.012
C 0.534 -3.574 2.169 -0.052 0.088 -0.027
C 0.579 -2.244 2.903 0.160 -0.130 0.007
N 1.324 -1.223 2.138 -0.432 0.218 -0.189
H -0.298 -2.832 -1.001 0.083 -0.138 -0.046
H 1.182 -3.189 -0.432 0.008 0.080 -0.108
H -0.433 -4.633 0.587 -0.009 0.004 -0.075
H -1.319 -3.221 1.113 -0.019 -0.070 -0.058
H 1.555 -3.881 1.917 -0.022 -0.065 0.057
H 0.139 -4.324 2.855 0.057 -0.034 0.001
H 1.048 -2.401 3.877 0.031 0.067 0.022
H -0.425 -1.874 3.099 0.044 0.022 0.078
H 2.292 -1.517 2.033 0.033 0.119 -0.042
H 1.349 -0.350 2.658 0.137 -0.038 0.081
S 2.108 -1.164 -2.004 -1.054 0.325 0.654
C 3.492 -0.433 -1.283 0.263 -0.038 -0.138
S 3.101 0.341 0.207 -1.288 -0.042 0.199
C 4.735 -0.476 -1.813 0.397 0.019 -0.190
C 4.977 -1.157 -3.049 -0.014 0.034 0.063
N 5.148 -1.711 -4.042 -0.049 0.004 0.023
C 5.836 0.147 -1.142 -0.051 -0.046 -0.027
N 6.708 0.650 -0.586 -0.053 0.009 0.020
S -4.799 4.745 -1.024 -0.044 0.028 0.001
N -4.803 3.410 -0.125 -0.021 -0.033 0.030
C -3.618 2.844 -0.282 0.124 0.012 -0.064
C -3.177 1.612 0.346 -0.179 0.054 0.049
C -3.970 0.861 1.211 -0.036 0.069 -0.029
C -3.446 -0.292 1.750 0.066 0.006 -0.028
C -2.149 -0.661 1.411 -0.203 0.052 0.054
N -1.380 0.044 0.588 0.775 -0.620 0.032
C -1.886 1.170 0.060 -0.102 0.066 0.000
C -1.016 1.904 -0.826 -0.072 0.150 -0.067
N 0.203 1.383 -1.026 1.172 -1.010 0.074
C 1.051 2.015 -1.831 0.027 0.185 -0.144
C 0.721 3.201 -2.480 -0.035 -0.036 0.046
C -0.526 3.745 -2.284 -0.104 0.060 0.007
C -1.421 3.087 -1.439 0.031 0.139 -0.102
C -2.761 3.564 -1.153 -0.039 -0.124 0.101
N -3.316 4.661 -1.639 0.053 0.017 -0.035
H -4.973 1.199 1.439 0.012 -0.023 0.007
H -4.019 -0.911 2.426 0.013 -0.002 -0.006
H -1.722 -1.557 1.820 -0.022 0.049 -0.029
H 2.023 1.566 -1.966 -0.046 0.033 -0.009
H 1.446 3.675 -3.125 0.010 -0.030 0.016
H -0.834 4.665 -2.764 0.031 -0.012 -0.006
```
Positions in Å, forces in eV/Å.

Summary:
- relative energy (zero: lowest compared OMol25 entry of this formula, charge and spin) (kJ/mol) = 171.1
- HOMO energy (spin up / spin down) (eV) = -10.95 / -11.03
- multiplicity = 2
- Kohn-Sham gap (spin up / spin down) (eV) = 6.6 / 6.8
- charge = +1
- electronic energy (Eh) = -2460.94468

Löwdin atomic charge list, values in e, 6 entries: atom 1 (Ru): 0.896, atom 2 (N): -0.071, atom 3 (C): -0.236, atom 4 (C): -0.175, atom 5 (C): -0.236, atom 6 (N): -0.072

***

2.
A molecular structure, C19H17AlClN2O8S2. Source: the Open Molecules 2025 dataset; level of theory: ωB97M-V with the def2-TZVPD basis set.

XYZ file:
```
50
Properties=species:S:1:pos:R:3:forces:R:3
Al 1.778 -0.741 1.570 0.066 -0.013 0.073
C -0.877 -1.569 2.351 0.049 0.090 0.057
C -1.076 -0.322 1.480 -0.029 -0.007 -0.134
C -2.031 0.697 1.979 -0.006 0.038 -0.009
C -1.887 1.964 1.572 0.007 -0.024 -0.004
C -0.746 2.375 0.776 0.003 0.011 -0.014
C -0.575 3.660 0.248 0.018 -0.004 -0.012
C 0.605 3.994 -0.385 -0.019 0.000 0.012
C 1.658 3.073 -0.458 -0.030 -0.004 0.009
C 1.525 1.802 0.070 0.042 0.024 -0.003
S 2.839 0.613 0.095 -0.010 0.014 -0.036
C 0.286 1.442 0.640 -0.030 0.028 0.026
N 0.169 0.167 1.127 0.031 -0.026 0.011
H -1.742 -2.234 2.310 -0.001 -0.003 -0.072
H -0.736 -1.230 3.379 0.002 -0.036 0.012
H 0.218 -2.643 1.012 0.012 -0.004 0.015
H -2.871 0.374 2.581 0.023 0.011 0.021
H -2.612 2.718 1.860 0.005 -0.004 0.002
H -1.372 4.388 0.350 0.007 -0.005 -0.006
H 0.736 4.985 -0.803 -0.002 -0.008 0.001
H 2.598 3.361 -0.913 -0.003 -0.012 0.007
C -1.028 1.172 -5.908 -0.002 0.001 0.007
C -1.107 0.359 -4.643 0.009 0.008 -0.007
C -0.199 0.577 -3.607 -0.008 -0.005 0.018
C -0.287 -0.138 -2.425 -0.004 -0.053 -0.009
C -1.294 -1.085 -2.282 0.126 0.052 0.128
C -2.190 -1.338 -3.301 -0.047 -0.017 -0.013
C -2.094 -0.606 -4.477 -0.002 -0.010 -0.002
S -1.383 -1.985 -0.735 0.076 0.102 -0.108
O -1.880 -0.758 0.156 -0.047 -0.094 0.067
O -2.479 -2.954 -0.885 -0.062 -0.013 0.017
N 0.373 -2.212 1.922 -0.100 -0.036 0.074
C 1.047 -3.171 2.801 0.008 -0.022 -0.096
C 2.514 -3.238 2.337 0.046 0.055 0.127
O 3.192 -4.207 2.581 -0.017 -0.003 -0.052
O 2.907 -2.164 1.695 -0.078 0.018 -0.040
H 0.008 1.356 -6.195 -0.002 -0.004 0.004
H -1.507 2.145 -5.772 0.005 -0.007 0.001
H -1.528 0.668 -6.735 0.001 -0.001 0.005
H 0.587 1.315 -3.722 -0.016 0.004 0.001
H 0.426 0.035 -1.625 -0.031 -0.015 -0.036
H -2.949 -2.097 -3.158 0.007 0.007 -0.001
H -2.797 -0.791 -5.282 0.004 -0.001 0.004
H 0.605 -4.167 2.778 -0.003 -0.015 -0.001
H 1.037 -2.796 3.825 0.018 0.020 -0.006
O 2.805 -1.477 4.950 0.004 -0.057 0.014
Cl 2.878 -0.162 4.401 0.006 -0.006 0.106
O 4.126 0.096 3.780 0.086 0.011 -0.046
O 2.529 0.828 5.358 -0.023 0.010 -0.007
O 1.802 -0.080 3.329 -0.090 0.005 -0.103
```
Positions in Å, forces in eV/Å.

Summary:
- relative energy (zero: lowest compared OMol25 entry of this formula, charge and spin) (kJ/mol) = 68.3
- HOMO energy (eV) = -5.11
- Kohn-Sham gap (eV) = 7.7
- charge = -1
- electronic energy (Eh) = -2944.72597

Löwdin atomic charge list, values in e, 6 entries: atom 1 (Al): -0.145, atom 2 (C): -0.082, atom 3 (C): -0.411, atom 4 (C): -0.001, atom 5 (C): -0.009, atom 6 (C): -0.155

***

What is the formula in the first record? C19H16N8RuS3

***

Among the records above, which one has the lowest charge? C19H17AlClN2O8S2

***

Among the records above, which one has the lowest charge? C19H17AlClN2O8S2